No. 1
16
Properties=species:S:1:pos:R:3 method="wB97M-V/def2-TZVPD" smiles="NN=C=O.CNC" max_force_ev_per_a=1.78 lumo_ev=0.6 e_above_lowest_kcal_mol=67.6 charge=0 homo_lumo_gap_ev=9.14
N -2.93 2.00 -0.68
N -1.79 1.21 -0.51
C -0.63 1.49 -0.42
O 0.47 1.77 -0.13
H -2.93 2.78 -0.02
H -3.74 1.40 -0.50
C 0.37 -1.77 0.82
N 0.88 -1.20 -0.41
C 2.12 -0.50 -0.23
H -0.59 -2.25 0.63
H 0.23 -1.02 1.62
H 1.07 -2.52 1.18
H 0.16 -0.53 -0.78
H 1.98 0.37 0.46
H 2.45 -0.08 -1.18
H 2.88 -1.17 0.15

No. 2
119
Properties=species:S:1:pos:R:3 method="wB97M-V/def2-TZVPD" max_force_ev_per_a=0.40 lumo_ev=4.1 e_above_lowest_kcal_mol=33.3 charge=-2 homo_lumo_gap_ev=6.39
Bi 0.52 -1.91 1.57
C 2.21 -1.80 -1.48
N 2.42 -1.26 -0.14
C 2.41 0.23 -0.23
C 3.60 -1.74 0.54
C 4.61 -2.41 -0.13
C 5.72 -2.90 0.56
C 5.80 -2.73 1.93
C 4.79 -2.05 2.61
C 3.68 -1.53 1.94
N 2.58 -0.94 2.55
C 2.68 -0.09 3.62
C 3.89 0.54 4.02
C 3.97 1.39 5.10
C 2.83 1.70 5.85
C 1.62 1.16 5.43
C 1.53 0.30 4.35
N 0.25 -0.20 3.92
C -0.65 -0.62 4.99
C -0.42 0.72 3.00
H 3.01 -1.49 -2.17
H 2.16 -2.89 -1.46
H 1.27 -1.40 -1.86
H 3.29 0.57 -0.79
H 1.49 0.57 -0.76
H 2.44 0.65 0.77
H 4.55 -2.57 -1.20
H 6.50 -3.43 0.02
H 6.64 -3.13 2.48
H 4.83 -1.97 3.69
H 4.78 0.35 3.43
H 4.92 1.83 5.37
H 2.88 2.35 6.71
H 0.71 1.41 5.97
H -1.18 0.23 5.45
H -1.40 -1.30 4.58
H -0.09 -1.14 5.76
H -0.69 1.66 3.51
H 0.23 0.96 2.16
H -1.33 0.26 2.61
F -2.49 -1.73 0.18
F -1.21 -5.57 8.32
C -1.32 -5.06 7.08
C -0.28 -4.34 6.52
F 0.83 -4.13 7.23
C -0.39 -3.84 5.23
F 0.65 -3.16 4.76
C -1.52 -4.02 4.44
S -1.71 -3.38 2.84
C -2.55 -4.76 5.05
F -3.69 -4.99 4.38
C -2.46 -5.27 6.32
F -3.47 -5.96 6.86
N -0.86 -7.04 -2.67
C -1.01 -5.96 -2.29
C -1.20 -4.62 -1.84
C -2.15 -3.74 -2.48
C -2.30 -2.48 -2.06
C -1.54 -1.95 -0.90
N -0.53 -2.83 -0.39
C -0.45 -4.09 -0.81
H -2.72 -4.12 -3.33
H -3.00 -1.79 -2.52
H -1.12 -0.96 -1.08
H 0.29 -4.71 -0.32
C 1.57 -3.87 1.88
H 1.99 -3.85 2.89
H 2.38 -4.01 1.16
H 0.84 -4.68 1.80
N -0.18 1.02 -1.81
P -0.94 2.15 -2.47
N -2.52 2.46 -1.89
C -2.90 1.83 -0.61
C -3.98 2.65 0.07
C -5.27 2.65 -0.78
C -4.92 2.54 -2.28
C -3.57 3.20 -2.56
N -1.29 2.13 -4.18
C -0.04 2.17 -4.97
C -0.25 1.61 -6.37
C -0.62 0.11 -6.32
C -1.34 -0.22 -5.00
C -2.15 0.98 -4.53
N -0.16 3.68 -2.44
C -0.74 4.88 -3.01
C 0.38 5.79 -3.59
C 1.76 5.32 -3.11
C 1.70 5.07 -1.60
C 0.66 3.96 -1.28
H -2.01 1.74 0.01
H -3.27 0.81 -0.75
H -3.62 3.68 0.19
H -4.18 2.25 1.06
H -5.84 3.57 -0.60
H -5.90 1.81 -0.49
H -5.70 2.99 -2.90
H -4.85 1.48 -2.56
H -3.63 4.24 -2.21
H -3.37 3.23 -3.63
H 0.76 1.60 -4.47
H 0.30 3.20 -5.04
H 0.65 1.76 -6.96
H -1.06 2.18 -6.85
H 0.28 -0.50 -6.42
H -1.27 -0.13 -7.17
H -0.62 -0.46 -4.21
H -1.99 -1.09 -5.13
H -2.73 0.71 -3.65
H -2.86 1.27 -5.32
H -1.30 5.44 -2.24
H -1.44 4.59 -3.79
H 0.22 6.82 -3.27
H 0.35 5.78 -4.68
H 2.52 6.05 -3.35
H 2.01 4.38 -3.61
H 1.41 6.01 -1.11
H 2.68 4.80 -1.21
H 0.04 4.29 -0.42
H 1.14 3.03 -1.00

No. 3
72
Properties=species:S:1:pos:R:3 method="wB97M-V/def2-TZVPD" smiles="NC(N)=O.NC(N)=O.NC(N)=O.CO.CO.CO.CO.CO.CO.CO.CO" max_force_ev_per_a=7.82 lumo_ev=0.2 e_above_lowest_kcal_mol=100.2 charge=0 homo_lumo_gap_ev=8.88
N -4.15 0.93 -0.22
C -4.18 0.87 1.11
N -2.96 0.76 1.66
O -5.32 1.22 1.91
H -5.13 0.97 -0.63
H -3.47 0.38 -0.79
H -3.04 0.81 2.72
H -2.06 0.59 1.23
N 3.88 3.94 -0.94
C 3.01 3.67 0.03
N 2.53 2.50 0.02
O 2.85 4.53 1.03
H 4.19 4.90 -1.00
H 4.17 3.30 -1.71
H 1.83 2.32 0.71
H 2.36 2.07 -0.89
N -0.35 1.47 -2.44
C 0.78 1.84 -2.92
N 0.68 2.44 -4.07
O 2.03 1.57 -2.36
H -0.35 1.01 -1.52
H -1.29 1.85 -2.71
H 1.50 2.84 -4.48
H -0.22 2.76 -4.55
C -0.73 3.35 2.34
O 0.50 2.77 1.90
H -0.69 3.74 3.37
H -1.41 2.48 2.47
H -1.26 4.07 1.74
H 1.19 3.03 2.50
C -2.21 -2.68 1.56
O -1.23 -3.65 1.51
H -2.92 -2.88 2.37
H -2.71 -2.55 0.62
H -1.76 -1.65 1.88
H -0.77 -3.64 2.31
C -3.58 -1.65 -2.24
O -2.61 -0.71 -1.87
H -4.48 -1.66 -1.62
H -3.11 -2.66 -2.19
H -3.84 -1.40 -3.21
H -1.71 -0.89 -2.13
C 2.23 -3.51 1.31
O 1.43 -3.17 0.19
H 2.51 -2.60 1.83
H 3.12 -3.98 0.92
H 1.73 -4.22 1.93
H 0.51 -3.15 0.51
C -0.22 -3.13 -2.68
O 0.08 -1.78 -3.00
H -0.85 -3.57 -3.48
H -0.72 -3.10 -1.75
H 0.71 -3.66 -2.56
H 0.92 -1.55 -2.63
C 0.50 0.50 4.25
O -0.20 0.05 5.38
H 1.27 -0.15 3.83
H 1.07 1.33 4.54
H -0.14 0.80 3.42
H 0.42 0.09 6.13
C 3.62 -1.18 -1.74
O 2.72 -2.21 -1.99
H 4.44 -1.63 -1.14
H 3.24 -0.32 -1.20
H 4.13 -0.88 -2.67
H 2.27 -2.33 -1.10
C 0.28 -0.27 0.07
O -0.60 0.76 0.31
H 1.05 0.14 -0.52
H -0.13 -1.05 -0.50
H 0.78 -0.66 0.96
H -0.15 1.45 0.85

No. 4
84
Properties=species:S:1:pos:R:3 method="wB97M-V/def2-TZVPD" max_force_ev_per_a=0.41 multiplicity=6 s2=8.783 lumo_ev="-2.3 / -4.7" e_above_lowest_kcal_mol=10.8 charge=+1 homo_lumo_gap_ev="7.27 / 6.25"
Ir -1.71 0.86 -0.16
S -2.81 2.40 -1.34
C -1.48 3.37 -2.00
C -1.79 4.46 -2.80
C -0.78 5.24 -3.34
C 0.54 4.95 -3.08
C 0.86 3.86 -2.27
C -0.15 3.07 -1.74
S 0.29 1.69 -0.73
H -2.83 4.70 -3.00
H -1.04 6.08 -3.97
H 1.33 5.55 -3.50
H 1.90 3.63 -2.06
O -1.64 0.83 2.04
S -1.21 -0.51 2.53
O -2.27 -1.46 2.69
O -0.07 -0.96 1.71
C -0.46 -0.19 4.09
C -1.15 -0.38 5.27
C -0.52 -0.09 6.47
C 0.78 0.39 6.48
C 1.47 0.59 5.29
C 0.85 0.29 4.08
P 1.71 0.54 2.52
C 3.13 -0.55 2.38
C 4.36 -0.16 2.91
C 5.44 -1.01 2.84
C 5.30 -2.25 2.22
C 4.09 -2.64 1.68
C 2.99 -1.79 1.75
C 2.21 2.23 2.41
C 1.46 3.22 3.08
C 1.75 4.55 2.88
C 2.77 4.92 2.01
C 3.50 3.96 1.33
C 3.21 2.62 1.51
H -2.16 -0.77 5.24
H -1.05 -0.25 7.40
H 1.27 0.61 7.42
H 2.49 0.96 5.31
H 4.46 0.81 3.40
H 6.39 -0.72 3.26
H 6.16 -2.92 2.16
H 3.99 -3.59 1.19
H 2.05 -2.09 1.32
H 0.65 2.93 3.74
H 1.17 5.31 3.39
H 2.99 5.97 1.86
H 4.29 4.25 0.65
H 3.76 1.86 0.96
C -6.11 -3.01 -2.07
C -5.00 -3.74 -2.50
C -3.73 -3.20 -2.38
C -3.57 -1.93 -1.84
C -4.68 -1.20 -1.40
C -5.95 -1.75 -1.52
As -1.82 -1.16 -1.70
C -0.70 -2.67 -1.26
C 0.35 -3.08 -2.07
C 1.11 -4.19 -1.70
C 0.81 -4.88 -0.53
C -0.23 -4.46 0.28
C -0.99 -3.35 -0.08
C -1.37 -0.66 -3.50
C -2.31 -0.76 -4.52
C -2.00 -0.32 -5.80
C -0.75 0.22 -6.07
C 0.19 0.32 -5.05
C -0.12 -0.11 -3.77
H -7.10 -3.44 -2.16
H -5.13 -4.72 -2.92
H -2.87 -3.76 -2.71
H -4.55 -0.21 -0.98
H -6.81 -1.19 -1.18
H 0.57 -2.57 -2.99
H 1.92 -4.52 -2.34
H 1.39 -5.75 -0.26
H -0.47 -5.00 1.19
H -1.80 -3.03 0.57
H -3.29 -1.18 -4.31
H -2.74 -0.40 -6.58
H -0.51 0.56 -7.06
H 1.16 0.75 -5.26
H 0.62 -0.01 -2.98

No. 5
12
Properties=species:S:1:pos:R:3 method="wB97M-V/def2-TZVPD" max_force_ev_per_a=0.17 lumo_ev=2.9 e_above_lowest_kcal_mol=0.0 charge=-2 homo_lumo_gap_ev=4.98
Ru -2.64 -0.02 -0.16
S -4.24 4.15 -0.18
C -3.63 2.64 -0.17
S -2.33 2.00 -1.15
S -4.17 1.29 0.82
S -4.06 -3.21 2.12
Sb -2.43 -3.00 0.59
S -3.23 -1.68 -1.43
S -1.03 -0.92 0.97
Se 7.65 -0.34 -0.38
C 9.47 -0.42 -0.48
N 10.63 -0.48 -0.54

No. 6
14
Properties=species:S:1:pos:R:3 method="wB97M-V/def2-TZVPD" smiles="CCOC=C=O.[H][H]" max_force_ev_per_a=0.96 lumo_ev=0.6 e_above_lowest_kcal_mol=79.6 charge=0 homo_lumo_gap_ev=8.96
C 1.36 1.35 0.94
C 0.40 0.41 0.23
O -0.54 -0.04 1.20
C -1.48 -0.92 0.73
C -1.85 -1.10 -0.53
O -2.19 -1.34 -1.63
H 1.85 0.82 1.76
H 0.82 2.21 1.35
H 2.12 1.71 0.25
H -0.13 0.94 -0.58
H 0.92 -0.45 -0.20
H -2.02 -1.47 1.49
H 0.79 -1.15 -2.72
H 0.05 -1.09 -2.71

No. 7
10
Properties=species:S:1:pos:R:3 method="wB97M-V/def2-TZVPD" smiles="C=C=N.N=C=O" max_force_ev_per_a=0.94 lumo_ev=0.6 e_above_lowest_kcal_mol=42.8 charge=0 homo_lumo_gap_ev=9.50
C 0.54 -0.05 -1.91
C 0.84 0.70 -0.88
N 1.16 1.42 0.07
H -0.31 0.22 -2.54
H 1.05 -0.99 -2.09
H 0.64 1.18 0.92
N -0.86 -0.01 2.01
C -1.05 -0.87 1.18
O -1.21 -1.58 0.27
H -0.81 -0.01 2.99

No. 8
16
Properties=species:S:1:pos:R:3 method="wB97M-V/def2-TZVPD" smiles=CCOC.N max_force_ev_per_a=0.68 lumo_ev=1.1 e_above_lowest_kcal_mol=19.8 charge=0 homo_lumo_gap_ev=10.65
C 1.92 0.03 -0.33
C 0.89 -0.19 0.75
O -0.38 0.32 0.37
C -0.56 1.67 0.72
H 2.87 -0.42 -0.04
H 1.56 -0.39 -1.27
H 2.02 1.08 -0.57
H 1.16 0.29 1.70
H 0.79 -1.25 0.94
H -0.29 2.32 -0.12
H -0.02 1.95 1.62
H -1.61 1.85 0.94
N -1.88 -1.97 -1.14
H -2.74 -2.37 -0.78
H -2.06 -1.83 -2.13
H -1.67 -1.09 -0.68